[1]
C6H10O in the gas phase, computed with ωB97M-V/def2-TZVPD.

```
17
Properties=species:S:1:pos:R:3:forces:R:3:lowdin_charge:R:1
C 1.7496 -0.3450 0.6892 0.0 0.0 0.0 -0.030
C 0.2519 -0.3359 0.9285 0.1 -0.2 -0.2 -0.403
O -0.0016 0.5947 1.9812 -0.3 0.0 0.1 -0.050
C -1.6469 1.0340 0.1529 0.2 -0.1 -0.3 0.209
C -0.5199 1.5073 -0.7009 0.0 0.1 0.0 -0.136
C -0.5657 0.0810 -0.2926 0.0 0.0 0.1 -0.526
C -0.9198 -0.9825 -1.3111 0.0 0.0 0.0 -0.027
H 2.0166 -1.0853 -0.0719 -0.1 0.1 0.1 0.084
H 2.0890 0.6407 0.3550 -0.1 -0.1 0.0 0.084
H 2.2762 -0.5924 1.6166 -0.1 0.0 -0.1 0.086
H -0.0756 -1.3441 1.2325 0.0 0.2 0.0 0.148
H -0.9668 0.6166 2.1105 0.3 0.0 0.2 0.077
H -0.7998 1.7528 -1.7243 0.1 0.0 0.1 0.115
H 0.1559 2.2260 -0.2385 -0.1 -0.1 0.0 0.116
H -0.0281 -1.3281 -1.8473 -0.1 0.1 0.1 0.085
H -1.3909 -1.8439 -0.8243 0.1 0.1 0.0 0.085
H -1.6242 -0.5959 -2.0554 0.1 0.0 0.1 0.083
```
Forces are in eV/Å.

---

[2]
C6H10O in the gas phase at a distorted geometry, computed with ωB97M-V/def2-TZVPD.

```
17
Properties=species:S:1:pos:R:3:forces:R:3:lowdin_charge:R:1
C -2.0366 -0.5336 0.2457 -0.1 0.0 0.0 -0.034
C -0.8701 -0.0829 -0.6106 -0.1 -0.2 0.0 -0.358
O -0.5408 1.2784 -0.2965 -0.2 0.1 -0.2 -0.103
C 0.8680 1.5039 -0.2251 0.2 0.2 -0.6 -0.170
C 1.4854 0.1246 -0.4691 0.2 0.4 1.3 -0.172
C 1.1183 -0.4967 0.8550 0.2 -0.6 0.5 -0.100
C 0.3960 -0.8903 -0.3824 -0.2 -0.1 0.1 -0.191
H -2.8711 0.1641 0.1546 0.0 -0.1 0.0 0.081
H -1.7370 -0.5907 1.2976 -0.1 0.0 -0.1 0.082
H -2.3699 -1.5293 -0.0710 0.0 0.2 0.0 0.085
H -1.1398 -0.1265 -1.6776 0.0 -0.1 0.2 0.148
H 1.2602 2.2831 -0.8722 -0.5 0.2 -0.6 0.109
H 1.0375 1.8584 0.8153 0.3 -0.1 -0.7 0.120
H 2.4456 -0.1858 -0.8888 -0.3 0.8 0.1 0.142
H 0.5092 0.1027 1.5302 0.6 0.0 0.0 0.109
H 1.9913 -0.9471 1.2802 -0.3 -1.2 0.4 0.103
H 0.4537 -1.9322 -0.6850 0.1 0.4 -0.6 0.146
```
Forces are in eV/Å.

## Properties
- SMILES = C[C@H]1OC[C@H]2C[C@H]21

---

[3]
C6H10O in the gas phase, computed with ωB97M-V/def2-TZVPD.

```
17
Properties=species:S:1:pos:R:3:forces:R:3:lowdin_charge:R:1
C 1.7766 -1.2670 0.5371 0.0 0.1 0.1 -0.073
C 0.7177 -1.0353 -0.5158 0.1 -0.1 -0.1 -0.303
C -0.7495 -1.1851 -0.2209 -0.1 -0.1 0.0 -0.084
C -0.2023 0.1534 -0.6289 0.0 0.1 -0.1 -0.273
C -0.3240 1.3325 0.3047 0.0 -0.1 0.0 -0.131
C -1.5903 2.1087 -0.0044 -0.2 0.0 -0.2 -0.254
O -2.3365 1.8557 -0.9195 0.3 0.1 0.4 0.052
H 2.0651 -2.3253 0.5340 0.0 0.2 0.1 0.076
H 1.4292 -1.0255 1.5475 0.0 0.0 -0.1 0.074
H 2.6801 -0.6802 0.3353 -0.1 -0.1 0.0 0.074
H 1.0170 -1.4093 -1.4940 0.0 0.0 0.1 0.130
H -1.3987 -1.7285 -0.9000 0.1 0.1 0.1 0.102
H -1.0171 -1.2877 0.8307 0.1 0.0 -0.2 0.109
H -0.4142 0.4411 -1.6551 0.0 -0.1 0.1 0.135
H 0.5129 2.0436 0.2218 -0.1 -0.1 0.0 0.125
H -0.3604 1.0395 1.3637 0.0 0.0 -0.1 0.122
H -1.8056 2.9695 0.6638 0.0 -0.1 0.0 0.119
```
Forces are in eV/Å.

## Properties
- SMILES = C[C@H]1C[C@H]1CC=O

---

[4]
2 unconnected molecules or ions with the total composition C6H10O at a distorted geometry, computed with ωB97M-V/def2-TZVPD.

```
17
Properties=species:S:1:pos:R:3:forces:R:3:lowdin_charge:R:1
C -0.2917 1.9270 -1.3154 -0.5 4.8 -0.6 0.037
C -0.3843 0.6673 -1.4429 -0.7 -1.5 -3.7 -0.406
O -0.2755 -0.5010 -0.9617 0.7 -3.6 4.0 0.075
C -0.4383 -0.5323 -2.3526 -1.6 1.7 -1.9 -0.249
C 0.7852 -0.8872 -3.1567 0.5 1.4 -1.0 -0.056
H -0.5171 2.4659 -2.2972 0.5 -0.5 1.6 0.091
H -0.1747 2.5592 -0.4074 0.0 -0.9 -0.7 0.071
H -1.4615 -0.9480 -2.7424 2.0 0.8 1.0 0.172
H 1.7053 -0.2970 -2.9023 -1.0 -0.4 0.3 0.097
H 0.6699 -0.6573 -4.2680 -0.3 -0.7 1.4 0.103
H 0.9720 -1.9167 -2.9510 0.4 -0.9 -0.4 0.060
C 0.4962 -2.1179 2.9537 -0.3 1.9 -1.9 -0.058
C -0.0275 -1.0306 2.3055 1.3 -2.2 1.8 -0.056
H -0.1427 -2.8741 3.3134 -1.1 -0.6 0.4 0.018
H 1.5155 -2.4557 3.0234 0.5 0.7 -0.1 0.034
H -1.0886 -0.9811 2.2993 -0.8 0.2 -0.2 0.031
H 0.5019 -0.1877 1.8964 0.4 -0.1 -0.1 0.037
```
Forces are in eV/Å.

## Properties
- SMILES = C=C1O[C@@H]1C.C=C

---

[5]
C6H10O in the gas phase, computed with ωB97M-V/def2-TZVPD.

```
17
Properties=species:S:1:pos:R:3:forces:R:3:lowdin_charge:R:1
C 1.9322 -0.1666 0.4922 0.0 0.0 0.0 -0.070
C 0.8191 -1.1093 0.0829 0.1 -0.1 0.0 -0.283
C -0.5171 -0.9517 0.7503 -0.1 0.0 0.1 -0.108
C -0.3655 -0.5894 -0.6987 -0.1 0.0 -0.1 -0.252
C -0.6614 0.8613 -1.0616 0.0 0.0 0.0 -0.115
C -1.5733 1.3989 0.0326 -0.4 0.0 0.0 -0.277
O -2.6189 0.8688 0.3253 0.3 0.6 -0.3 0.044
H 2.4183 -0.4897 1.4193 -0.1 0.0 -0.1 0.079
H 1.5465 0.8466 0.6608 0.0 -0.2 0.0 0.072
H 2.7003 -0.0963 -0.2873 -0.1 0.0 0.1 0.079
H 1.1537 -2.1087 -0.1889 -0.1 0.2 0.0 0.130
H -1.3048 -1.6629 0.9711 0.6 -0.5 0.2 0.112
H -0.5438 -0.1177 1.4468 0.0 -0.1 -0.1 0.100
H -0.7835 -1.3227 -1.3853 0.0 0.2 0.2 0.136
H -1.2283 0.8943 -1.9998 0.1 0.0 0.1 0.121
H 0.2331 1.4835 -1.1874 -0.2 -0.1 0.1 0.107
H -1.2067 2.2615 0.6276 -0.1 0.1 -0.1 0.125
```
Forces are in eV/Å.

## Properties
- SMILES = C[C@H]1C[C@H]1CC=O

---

[6]
2 unconnected molecules or ions with the total composition C6H10O, computed with ωB97M-V/def2-TZVPD.

```
17
Properties=species:S:1:pos:R:3:forces:R:3:lowdin_charge:R:1
C 1.9106 -0.4486 -0.4545 0.1 0.0 0.0 -0.057
C 0.6031 -0.0431 0.2231 0.0 0.0 0.0 -0.301
C 0.1647 1.4115 -0.0252 0.0 0.0 0.0 -0.148
C -1.1983 1.2910 -0.6602 0.0 -0.1 0.0 -0.047
C -1.6024 0.0271 -0.8108 0.0 0.1 0.0 -0.002
C -0.5586 -0.8938 -0.3052 0.0 -0.3 0.0 -0.421
O -0.5883 -2.1069 -0.3056 0.0 0.5 0.0 0.052
H 1.8712 -0.2381 -1.5301 0.0 0.0 0.1 0.089
H 2.7620 0.0945 -0.0313 -0.1 -0.1 -0.1 0.080
H 2.0783 -1.5220 -0.3254 0.0 0.2 0.0 0.081
H 0.6809 -0.2456 1.2987 0.0 0.0 -0.1 0.137
H 0.8570 1.9445 -0.6901 -0.1 -0.1 0.1 0.118
H 0.1103 1.9987 0.8996 0.0 -0.1 -0.1 0.118
H -1.7704 2.1664 -0.9565 0.1 -0.1 0.0 0.110
H -2.5359 -0.3217 -1.2377 0.1 0.1 0.0 0.114
H -1.4346 -1.3418 2.7558 0.0 0.0 0.0 0.046
H -1.3498 -1.7721 2.1556 0.0 0.0 0.1 0.030
```
Forces are in eV/Å.

## Properties
- SMILES = C[C@H]1CC=CC1=O.[H][H]

---

[7]
2 unconnected molecules or ions with the total composition C6H10O, computed with ωB97M-V/def2-TZVPD.

```
17
Properties=species:S:1:pos:R:3:forces:R:3:lowdin_charge:R:1
C -2.2139 0.3137 1.5240 0.0 0.2 0.0 -0.116
C -2.0799 1.4103 0.7856 0.0 -0.1 0.1 -0.099
C -0.5684 -1.3542 -0.0395 0.3 0.1 -0.1 0.158
C 0.9027 -1.4508 0.0194 0.0 -0.4 -0.1 -0.376
C 1.7896 -0.7460 -1.0120 0.1 0.0 -0.2 -0.098
C 1.4646 0.5335 -0.2373 0.1 0.2 -0.1 -0.141
O 0.7275 -0.2024 0.7891 -0.2 0.0 0.1 -0.135
H -1.4290 -0.0222 2.1948 -0.2 0.1 -0.1 0.045
H -3.0942 -0.3204 1.4637 0.1 0.1 0.0 0.055
H -2.8470 1.7335 0.0856 0.1 0.0 0.1 0.045
H -1.1747 2.0126 0.8354 -0.2 -0.1 0.0 0.041
H -0.8272 -0.7194 -0.9129 0.1 -0.1 0.2 0.038
H 1.3300 -2.2608 0.6124 0.0 0.1 -0.1 0.130
H 2.8404 -1.0375 -0.9677 -0.1 0.1 0.0 0.107
H 1.4295 -0.7940 -2.0417 0.1 0.0 0.2 0.110
H 2.3187 1.0460 0.2154 -0.2 -0.1 0.0 0.121
H 0.8153 1.2625 -0.7296 0.1 -0.1 0.1 0.114
```
Forces are in eV/Å.

---

[8]
C6H10O in the gas phase at a distorted geometry, computed with ωB97M-V/def2-TZVPD.

```
17
Properties=species:S:1:pos:R:3:forces:R:3:lowdin_charge:R:1
O -0.0363 1.8728 -0.9415 1.4 0.3 -0.8 -0.054
C 0.1033 0.4424 -0.9643 -0.4 1.1 0.8 -0.389
C -1.1886 -0.2367 -0.5013 -1.2 -0.2 0.7 -0.109
C -0.6841 -0.9442 0.8359 -0.5 -0.4 -1.7 -0.259
C 0.6415 -1.5749 0.2359 -1.0 1.6 -0.6 -0.067
C 1.0324 -0.0263 0.1222 -1.2 -0.9 1.4 -0.210
C 0.1084 0.2304 1.4013 1.5 -0.5 1.6 -0.109
H 0.8334 2.2296 -1.2764 -1.4 -0.4 0.6 0.117
H 0.4197 0.1450 -1.9455 0.1 -0.3 -0.6 0.135
H -2.0699 0.4376 -0.3118 1.1 -0.3 -0.2 0.133
H -1.4821 -0.9250 -1.2843 -0.3 -0.5 0.1 0.098
H -1.4265 -1.5655 1.4024 0.7 0.7 -0.5 0.138
H 1.2189 -2.1310 0.9611 0.2 -0.2 -0.1 0.095
H 0.4753 -2.0547 -0.7756 0.5 0.1 1.3 0.119
H 2.0312 0.3455 0.0760 0.8 0.1 0.0 0.120
H -0.4152 1.2005 1.4962 0.4 -0.5 -0.2 0.108
H 0.6282 -0.0085 2.4127 -0.7 0.3 -1.8 0.134
```
Forces are in eV/Å.

## Properties
- SMILES = O[C@@H]1C[C@H]2C[C@@H]1C2

---

[9]
2 unconnected molecules or ions with the total composition C6H10O, computed with ωB97M-V/def2-TZVPD.

```
17
Properties=species:S:1:pos:R:3:forces:R:3:lowdin_charge:R:1
C -0.1699 1.3501 0.0035 0.2 -0.1 0.0 -0.101
C -1.6153 1.5800 -0.2488 -0.2 0.2 -0.1 -0.188
C -2.1649 0.2970 0.2696 -0.1 -0.2 0.1 -0.084
C -1.0032 0.2964 -0.6776 0.2 0.0 -0.3 -0.251
H 0.5443 1.8763 -0.6280 -0.2 0.0 0.1 0.108
H 0.1826 1.1492 1.0183 -0.1 0.1 -0.1 0.107
H -2.0830 2.3185 -0.8822 0.0 -0.1 0.1 0.128
H -3.1195 -0.0440 -0.1250 0.1 0.1 0.0 0.107
H -1.9866 0.0231 1.3119 0.0 0.1 -0.1 0.106
H -0.9178 -0.0819 -1.6864 -0.1 0.0 0.1 0.134
C 2.3831 -0.9331 -0.3172 -0.1 0.0 0.1 -0.006
C 1.8081 -1.5538 0.7113 0.3 0.0 0.0 -0.290
O 0.4896 -1.7122 0.9517 -0.2 0.1 -0.3 -0.015
H 3.4613 -0.8705 -0.3707 -0.1 -0.1 0.0 0.045
H 1.8148 -0.4808 -1.1219 0.0 0.0 0.1 0.045
H 2.3944 -2.0175 1.4969 0.0 0.0 0.0 0.108
H -0.0181 -1.1968 0.2947 0.1 -0.2 0.2 0.048
```
Forces are in eV/Å.

## Properties
- SMILES = C1[C@H]2C[C@@H]12.C=CO

---

[10]
C6H10O in the gas phase, computed with ωB97M-V/def2-TZVPD.

```
17
Properties=species:S:1:pos:R:3:forces:R:3:lowdin_charge:R:1
C -0.9510 1.1260 -1.5018 0.0 0.0 0.0 -0.068
C -0.2724 0.9813 -0.1468 0.0 0.1 0.0 -0.308
C -0.8658 -0.0207 0.8930 -0.1 0.0 0.1 -0.054
C 0.5082 -0.6838 0.9873 -0.1 0.1 -0.2 -0.478
O 1.1216 -1.0585 2.1710 -0.1 -0.2 0.1 0.036
C 0.9043 -1.2282 -0.3465 0.0 -0.2 -0.1 -0.032
C 1.0698 0.2458 -0.0552 0.2 0.2 0.0 -0.142
H -2.0332 1.2549 -1.3857 0.1 0.0 0.0 0.076
H -0.7849 0.2461 -2.1338 -0.1 0.1 0.1 0.071
H -0.5688 1.9994 -2.0417 0.0 -0.1 0.0 0.074
H -0.1808 1.9663 0.3233 0.0 -0.1 0.0 0.136
H -1.6821 -0.6621 0.5363 0.1 0.1 0.1 0.114
H -1.1679 0.4675 1.8234 0.1 -0.1 -0.1 0.115
H 0.8584 -1.9664 2.3677 0.1 0.1 0.0 0.105
H 1.8370 -1.7865 -0.3463 -0.1 0.1 0.0 0.112
H 0.1555 -1.5882 -1.0532 0.1 0.1 0.1 0.103
H 2.0521 0.7071 -0.0910 -0.2 -0.1 0.0 0.139
```
Forces are in eV/Å.

## Properties
- SMILES = C[C@H]1C[C@@]2(O)C[C@@H]12

---

[11]
A molecular structure, C6H10O, computed with ωB97M-V/def2-TZVPD.

```
17
Properties=species:S:1:pos:R:3:forces:R:3:lowdin_charge:R:1
C -1.6780 -0.9409 0.9788 -0.1 -0.2 0.0 -0.061
C -0.9476 1.3512 -0.3010 0.2 0.1 0.3 0.093
O -0.8223 0.1869 1.0692 -0.1 0.1 -0.1 -0.241
C 0.5808 0.0743 0.6763 0.2 0.0 0.1 -0.248
C 0.9530 -0.8794 -0.4749 0.0 -0.2 0.0 -0.106
C 1.1488 0.3441 -1.4089 0.1 0.0 -0.2 -0.141
C 0.5947 1.2556 -0.2910 0.1 0.1 0.0 -0.313
H -1.2970 -1.7510 1.6097 0.0 0.1 -0.1 0.103
H -2.6496 -0.6059 1.3450 0.1 -0.1 0.0 0.102
H -1.7825 -1.2593 -0.0614 0.0 0.0 0.1 0.086
H -1.2185 2.2054 0.3456 0.0 -0.1 -0.1 0.032
H 1.1899 0.0234 1.5834 -0.1 0.0 -0.1 0.152
H 0.1659 -1.5729 -0.7780 0.1 0.1 0.0 0.100
H 1.8583 -1.4583 -0.2692 -0.2 0.1 0.0 0.109
H 2.1990 0.5225 -1.6602 -0.1 0.0 0.0 0.102
H 0.5436 0.3446 -2.3190 0.1 0.0 0.1 0.102
H 1.1615 2.1599 -0.0445 -0.1 -0.1 0.0 0.130
```
Forces are in eV/Å.

---

[12]
C6H10O in the gas phase at a distorted geometry, computed with ωB97M-V/def2-TZVPD.

```
17
Properties=species:S:1:pos:R:3:forces:R:3:lowdin_charge:R:1
C 1.2182 -0.2458 1.9664 0.4 -0.2 -0.5 0.125
C 0.9442 -0.3245 0.7927 0.0 0.0 0.7 -0.109
C -0.0806 -0.3518 -0.2955 -0.3 -0.2 0.4 -0.508
C -0.0730 -1.6927 -1.0562 -0.2 0.0 0.2 -0.021
C -1.3339 -0.1023 0.7688 0.2 0.0 -0.4 -0.015
O 0.1736 0.5889 -1.3233 -0.4 0.0 0.2 -0.153
C 0.5915 1.8787 -0.9334 -0.1 0.3 0.2 -0.095
H 1.3486 -0.1911 3.0244 0.4 0.0 -0.2 0.042
H -0.8581 -1.6958 -1.8178 0.0 0.1 0.2 0.086
H -0.2161 -2.5318 -0.3737 -0.1 0.1 0.0 0.084
H 0.8776 -1.8515 -1.5887 -0.2 0.3 0.4 0.091
H -1.2107 -0.9491 1.4483 -0.1 0.2 0.0 0.069
H -2.4266 -0.0207 0.6252 0.5 -0.2 -1.3 0.075
H -1.0529 0.8080 1.3054 -0.1 -0.2 0.0 0.060
H 1.5425 1.8591 -0.3789 -0.2 -0.1 -0.1 0.087
H 0.7321 2.4647 -1.8482 -0.1 -0.2 0.2 0.092
H -0.1764 2.3577 -0.3155 0.1 0.1 0.0 0.088
```
Forces are in eV/Å.

## Properties
- SMILES = C#CC(C)(C)OC

---

Number 1: molar mass 98.14 u, energy -309.69369 Eh, lowest unoccupied orbital energy -0.39 eV. Number 2: molar mass 98.14 u, energy -309.78216 Eh, lowest unoccupied orbital energy 1.14 eV. Number 3: molar mass 98.14 u, energy -309.81389 Eh, lowest unoccupied orbital energy 1.06 eV. Number 4: molar mass 98.14 u, energy -309.70492 Eh, lowest unoccupied orbital energy 1.07 eV. Number 5: molar mass 98.14 u, energy -309.79802 Eh, lowest unoccupied orbital energy 1.06 eV. Number 6: molar mass 98.14 u, energy -309.81462 Eh, lowest unoccupied orbital energy 0.68 eV. Number 7: molar mass 98.14 u, energy -309.62357 Eh, lowest unoccupied orbital energy 0.58 eV. Number 8: molar mass 98.14 u, energy -309.80211 Eh, lowest unoccupied orbital energy 0.94 eV. Number 9: molar mass 98.14 u, energy -309.74368 Eh, lowest unoccupied orbital energy 1.10 eV. Number 10: molar mass 98.14 u, energy -309.79422 Eh, lowest unoccupied orbital energy 0.96 eV. Number 11: molar mass 98.14 u, energy -309.65883 Eh, lowest unoccupied orbital energy 0.93 eV. Number 12: molar mass 98.14 u, energy -309.72942 Eh, lowest unoccupied orbital energy 0.98 eV.